[1]
Below is a cluster of 8 separate species, C38H83F6N9O12S6 in total in a non-equilibrium geometry, with properties calculated with the ωB97M-V functional and the def2-TZVPD basis.

The value obtained for the energy above the lowest of the compared OMol25 structures with the same formula, charge and spin is 217.3 kJ/mol. Its strongest force on any atom is 12.96 eV/Å. The calculation puts the frontier orbital gap (spin up / spin down) at 8.613 / 4.383 eV. Its charge is +3. The HOMO energy (spin up / spin down) comes out at -14.9 / -14.9 eV. The energy comes out at -5880.378032 a.u. Its spin multiplicity is 2.

CARTESIAN COORDINATES (ANGSTROEM)
C 4.86374 -3.35773 -4.12240
C 4.66444 -4.32265 -2.89250
N 3.79111 -3.66486 -1.90466
C 4.11194 -2.51946 -1.12580
C 2.93807 -2.06688 -0.52867
N 1.89782 -2.84818 -1.00197
C 2.43515 -3.86321 -1.81443
C 0.56101 -2.88311 -0.57309
H 5.61778 -3.59932 -4.87151
H 5.14016 -2.39483 -3.69286
H 4.05612 -3.28323 -4.85062
H 5.60586 -4.61278 -2.42598
H 4.17919 -5.27393 -3.11090
H 5.11730 -2.14475 -1.00230
H 2.69082 -1.22653 0.10306
H 1.90105 -4.62116 -2.36819
H -0.08245 -3.16008 -1.40816
H 0.38812 -1.86256 -0.23152
H 0.45065 -3.66405 0.17928
C 4.54809 3.20274 5.93232
C 4.84265 3.25939 4.29357
C 4.44910 1.93401 3.65435
N 5.07947 1.72056 2.26160
C 4.36416 2.77673 1.30119
C 4.77965 0.33742 1.66528
C 5.60847 -0.67085 2.44488
C 6.94482 0.10641 2.57532
C 6.62633 1.57283 2.19390
H 3.47673 3.29861 6.10870
H 4.94217 4.06386 6.47202
H 4.97887 2.25615 6.25865
H 5.90748 3.38701 4.09876
H 4.48053 4.15653 3.79146
H 3.38566 1.73278 3.52515
H 4.80984 1.08107 4.22922
H 4.69629 2.51364 0.29691
H 4.76164 3.76118 1.54813
H 3.28040 2.66159 1.28384
H 4.97393 0.31354 0.59300
H 3.70129 0.23701 1.78835
H 5.61065 -1.50396 1.74201
H 5.11084 -0.96064 3.37035
H 7.72637 -0.28894 1.92648
H 7.51253 -0.07293 3.48836
H 6.92470 1.65939 1.14911
H 7.14406 2.28630 2.83501
C 2.53337 0.64662 -3.58501
C 1.09697 0.17344 -3.82677
C 0.99618 -0.71161 -5.04952
N -0.48125 -1.00097 -5.43085
C -1.37076 -1.56949 -4.26754
C -0.41029 -2.02747 -6.57276
C -0.80857 -1.15105 -7.79528
C -1.80201 -0.12822 -7.24566
C -1.26665 0.29528 -5.97136
H 2.80494 1.28027 -4.42930
H 3.27398 -0.15279 -3.56186
H 2.70329 1.30272 -2.73133
H 0.39661 1.00042 -3.94379
H 0.67865 -0.28452 -2.93046
H 1.53922 -1.65533 -4.99848
H 1.52058 -0.42542 -5.96123
H -0.95810 -2.49065 -3.85612
H -2.44876 -1.59240 -4.42720
H -1.13449 -0.78059 -3.55345
H -1.29363 -2.64729 -6.41904
H 0.47302 -2.66611 -6.57523
H -1.24524 -1.74980 -8.59460
H 0.05587 -0.66121 -8.24350
H -2.81421 -0.51527 -7.12843
H -2.13030 0.70356 -7.86892
H -2.03186 0.73008 -5.32831
H -0.54931 1.10557 -6.10156
C -2.16892 3.88675 -1.80459
C -3.48965 4.27492 -2.41404
C -3.86384 3.35286 -3.55172
N -5.20925 3.78218 -4.25167
C -5.34862 2.87335 -5.48097
C -6.43900 3.53170 -3.27598
C -7.21984 4.89462 -3.33998
C -6.18941 6.00116 -3.58000
C -5.29337 5.27882 -4.58397
H -2.32557 2.88495 -1.40465
H -1.89213 4.56199 -0.99493
H -1.33512 3.79862 -2.50108
H -3.47016 5.36352 -2.46581
H -4.25560 4.14398 -1.64966
H -4.07809 2.35529 -3.16823
H -3.10243 3.26519 -4.32675
H -5.29218 1.86264 -5.07676
H -4.50312 3.11631 -6.12455
H -6.27231 3.05156 -6.03154
H -6.96587 2.71568 -3.77058
H -6.12304 3.26196 -2.26826
H -8.01420 4.87329 -4.08606
H -7.59287 5.13432 -2.34425
H -6.50241 6.87410 -4.15281
H -5.67526 6.40698 -2.70876
H -5.83775 5.29368 -5.52818
H -4.25468 5.54020 -4.78623
C -3.84103 -0.25452 5.92122
C -3.37172 -1.75801 5.81900
C -2.66250 -2.00579 4.43584
N -1.99452 -3.43514 4.39579
C -2.96451 -4.62050 4.85240
C -0.82635 -3.53212 5.37962
C 0.20135 -4.35625 4.55872
C -0.06111 -4.22202 3.03896
C -1.51661 -3.82680 2.92694
H -4.37165 0.02296 6.83202
H -4.51963 -0.00288 5.10619
H -2.99541 0.43326 5.92301
H -4.21577 -2.42135 6.00781
H -2.70191 -1.88499 6.66949
H -2.01798 -1.22129 4.03930
H -3.52768 -2.05047 3.77436
H -2.47863 -5.46974 4.37197
H -3.91428 -4.23737 4.47924
H -3.12327 -4.66068 5.93003
H -1.08290 -3.87974 6.38034
H -0.39997 -2.54486 5.55746
H 0.12129 -5.39507 4.87897
H 1.22363 -4.15777 4.88066
H 0.19545 -5.17336 2.57289
H 0.53277 -3.42549 2.59069
H -2.03764 -4.69776 2.52940
H -1.64592 -2.87547 2.41084
N 1.60560 0.58506 1.09942
S 0.84248 0.21721 2.28039
O -0.22481 -0.69169 2.09306
O 0.78099 1.12425 3.44019
F 1.88314 -0.89853 2.80478
S 0.46425 1.68044 0.62853
O 0.09094 2.74879 1.52875
O -0.40584 1.19279 -0.41806
F 1.47706 2.48164 -0.35886
N 1.22272 -0.49542 7.87746
S 2.12103 -0.86826 6.74957
O 3.54980 -0.66150 6.89999
O 1.56673 -0.99652 5.41029
F 2.14032 -2.44378 7.05071
S 1.40680 1.21816 7.47798
O 1.43010 1.64478 6.10981
O 2.19588 1.94000 8.48827
F -0.18703 1.47695 7.80573
N -4.72465 -1.17611 -0.68861
S -3.68487 -2.06798 -0.13530
O -3.39567 -1.92508 1.31074
O -2.48272 -2.26785 -0.98095
F -4.42134 -3.51566 -0.35314
S -3.75224 0.17930 -0.84006
O -3.17794 0.33447 -2.18695
O -3.01231 0.70075 0.32646
F -4.91956 1.27603 -0.79800

Löwdin atomic charge list, values in e, 8 entries: -0.043 -0.129 -0.056 0.011 0.019 -0.092 0.056 -0.004

[2]
Below is a structure of composition C38H84Br3I2N2O11, with properties calculated with the ωB97M-V functional and the def2-TZVPD basis.

Its strongest force on any atom is 0.87 eV/Å. The calculation puts the frontier orbital gap at 7.603 eV. Its charge is +1. The HOMO energy comes out at -10.2 eV. The energy comes out at -10752.335260 a.u. Its spin multiplicity is 1.

CARTESIAN COORDINATES (ANGSTROEM)
C 1.42472 -2.02106 5.03462
C 2.34308 -1.20276 4.15603
O 2.24805 0.16334 4.52979
C 3.33748 0.94565 4.05511
C 3.01931 2.43483 4.17047
C 1.54050 2.78671 4.30572
C 0.87876 3.16269 2.97633
C -0.60704 2.81273 2.84317
C -0.94616 1.41370 3.36337
N 0.17338 0.49488 2.97966
C -0.15516 0.15056 1.57676
C 1.07767 -0.42824 0.84230
I 1.12958 0.29374 -1.17301
C 1.50074 -1.89076 0.92278
C 0.96645 -2.83425 -0.15251
C -1.58121 -0.42756 1.81582
Br -2.41902 -0.31220 0.04417
I -1.59324 -2.52312 2.31732
C -2.19686 0.50487 2.96642
C -2.37738 -0.24564 4.36442
N -3.48922 -1.14472 4.47972
C -3.61404 1.16264 2.77144
Br -3.59103 2.97760 1.99308
C -4.80826 0.56003 1.96179
C -6.11457 1.28336 2.35013
Br -5.12114 -1.34810 2.05506
H 0.53766 -1.43714 5.27810
H 1.90496 -2.28233 5.97172
H 1.10416 -2.92285 4.52195
H 3.37514 -1.54258 4.24843
H 2.06755 -1.32273 3.09862
H 3.54521 0.65381 3.02029
H 4.23918 0.72390 4.62659
H 3.42968 2.89758 3.27272
H 3.57361 2.86020 5.00069
H 1.00624 1.96851 4.78102
H 1.46632 3.62596 4.99176
H 0.96129 4.23325 2.80808
H 1.42905 2.70377 2.14813
H -1.21021 3.51047 3.41265
H -0.88235 2.94396 1.80439
H -0.87261 1.48803 4.44401
H 1.10607 0.87441 3.16594
H 0.13668 -0.38216 3.51222
H -0.36547 1.08352 1.06283
H 1.89174 0.15772 1.26785
H 2.58798 -1.88566 0.83658
H 1.29249 -2.28579 1.91463
H -0.07756 -2.63329 -0.37875
H 1.03361 -3.85960 0.20248
H 1.56615 -2.75927 -1.05206
H -1.45187 -0.76004 4.62017
H -2.48556 0.56446 5.08301
H -4.21892 -0.80265 5.08622
H -3.23646 -2.07719 4.76168
H -3.98783 1.34748 3.77260
H -4.61710 0.76682 0.92063
H -6.93844 0.57982 2.35567
H -6.35159 2.05154 1.62179
H -6.05308 1.73237 3.33834
C 2.29842 -6.20582 -2.20170
O 2.73789 -4.86328 -2.31154
C 4.14861 -4.73494 -2.41671
C 4.59981 -4.51565 -3.84132
O 4.33156 -5.64061 -4.65968
C 3.18349 -5.50058 -5.47648
H 1.22037 -6.20821 -2.35399
H 2.76615 -6.84380 -2.95387
H 2.51525 -6.60851 -1.20584
H 4.64286 -5.61923 -2.00313
H 4.44728 -3.86846 -1.81684
H 5.68344 -4.35628 -3.84947
H 4.12299 -3.61976 -4.25260
H 3.37380 -4.80502 -6.30213
H 2.32142 -5.14758 -4.90545
H 2.95899 -6.48144 -5.89122
C -5.08451 2.60530 -1.79286
O -5.48394 3.79620 -1.14197
C -4.44524 4.74987 -1.03451
C -4.54368 5.83838 -2.07783
O -4.35190 5.33082 -3.38503
C -5.55495 5.13519 -4.10777
H -5.98313 2.03128 -2.00878
H -4.56257 2.81261 -2.72749
H -4.42946 2.00774 -1.14600
H -3.46975 4.25382 -1.10210
H -4.52624 5.20603 -0.04069
H -3.75704 6.57667 -1.89172
H -5.51019 6.34503 -1.99642
H -5.98090 6.09340 -4.42251
H -6.29497 4.59011 -3.51715
H -5.30816 4.55370 -4.99400
C -3.62491 -1.83247 -3.13400
O -3.34143 -0.44637 -3.23262
C -1.99878 -0.16014 -3.58797
C -1.84109 0.14580 -5.05921
O -2.13954 -0.97672 -5.86596
C -3.42791 -0.93586 -6.45468
H -4.70600 -1.93852 -3.06640
H -3.26557 -2.37861 -4.00828
H -3.17326 -2.26586 -2.23332
H -1.35123 -0.99972 -3.31034
H -1.68451 0.71690 -3.00966
H -0.79871 0.42181 -5.24960
H -2.47183 0.99796 -5.33214
H -3.46195 -0.20310 -7.26742
H -4.19911 -0.69206 -5.71973
H -3.62652 -1.92359 -6.86538
C -1.71537 3.33165 6.64735
O -1.51058 4.57854 6.02236
C -2.61238 5.01409 5.23646
C -3.48221 6.01419 5.95991
O -4.11503 5.43433 7.08474
C -3.50783 5.76488 8.32286
H -0.91874 3.19220 7.37578
H -2.68001 3.28588 7.15778
H -1.66343 2.51364 5.91227
H -3.21782 4.15517 4.92445
H -2.20259 5.48292 4.33540
H -4.26560 6.35308 5.27529
H -2.88840 6.88477 6.25377
H -3.72377 6.80175 8.59785
H -2.42492 5.62128 8.29255
H -3.93479 5.10738 9.07732
C 8.37909 -3.12984 -8.50237
O 9.36818 -4.10351 -8.23212
C 9.95146 -3.98911 -6.94654
C 9.36589 -4.97885 -5.96571
O 7.99522 -4.72692 -5.70604
C 7.11010 -5.57306 -6.42388
H 7.86325 -3.43618 -9.41046
H 7.65466 -3.05495 -7.68751
H 8.83292 -2.14697 -8.67103
H 9.83304 -2.97078 -6.56168
H 11.02218 -4.18869 -7.05174
H 9.90390 -4.89400 -5.01620
H 9.50117 -5.99742 -6.34205
H 7.10857 -6.58210 -5.99945
H 7.37594 -5.62542 -7.48268
H 6.11349 -5.15761 -6.32212

Löwdin atomic charge list, values in e, 8 entries: -0.044 -0.259 -0.208 -0.189 -0.139 -0.181 -0.154 -0.180

[3]
Below is a cluster of 4 separate species, C38H85BIN2O11 in total, with properties calculated with the ωB97M-V functional and the def2-TZVPD basis.

Its strongest force on any atom is 0.90 eV/Å. The calculation puts the frontier orbital gap at 6.593 eV. Its charge is +1. The HOMO energy comes out at -10.0 eV. The energy comes out at -2758.221891 a.u. Its spin multiplicity is 1.

CARTESIAN COORDINATES (ANGSTROEM)
C 6.56757 -2.07148 -0.08193
C 5.90427 -1.50498 1.16653
C 6.88639 -0.75134 2.06823
C 6.19340 0.03913 3.19594
C 6.60097 1.50902 3.33238
C 6.52100 2.31561 2.03802
C 6.68855 3.82837 2.25958
C 5.80345 4.69963 1.36901
C 4.30524 4.36518 1.44677
C 3.42107 5.56759 1.13744
C 1.96027 5.20436 0.90502
C 1.05430 6.42573 0.77300
C -0.34320 6.09815 0.25237
C -1.23589 5.43807 1.30196
C -2.50953 4.80347 0.70993
C -2.82703 3.40338 1.24968
C -3.76379 3.41264 2.47704
C -5.14974 2.84680 2.22462
N -5.22260 1.32463 2.01629
C -3.93520 0.54003 2.07511
C -4.11096 -0.58936 3.07336
O -4.80055 -1.53860 2.85879
I -3.12039 -0.26797 4.92641
B -5.93438 0.94150 0.67305
N -5.34930 1.41828 -0.53956
O -7.08257 0.23402 0.83763
H 6.98565 -1.28728 -0.71551
H 7.35793 -2.77939 0.17618
H 5.84366 -2.62650 -0.68323
H 5.48224 -2.33552 1.74049
H 5.08611 -0.83442 0.89029
H 7.48461 -0.08991 1.43955
H 7.56453 -1.48288 2.51400
H 5.11064 0.00523 3.04206
H 6.39604 -0.46098 4.14543
H 5.91647 1.97734 4.04841
H 7.59729 1.59184 3.77703
H 5.56303 2.09317 1.55884
H 7.29146 1.98020 1.34025
H 7.73047 4.08316 2.04642
H 6.51468 4.08098 3.30904
H 6.13868 4.62792 0.33088
H 5.92553 5.74258 1.67488
H 4.08969 3.99548 2.45523
H 4.07438 3.56341 0.74114
H 3.50402 6.28603 1.95969
H 3.81944 6.07345 0.25053
H 1.88655 4.58907 0.00272
H 1.62969 4.58559 1.74673
H 1.52726 7.13517 0.08698
H 0.99482 6.93695 1.73891
H -0.81981 7.01410 -0.10790
H -0.24728 5.42326 -0.60545
H -0.65724 4.66952 1.82084
H -1.51015 6.18531 2.05013
H -3.36584 5.46412 0.87138
H -2.38247 4.73314 -0.37239
H -1.88776 2.91737 1.52866
H -3.28243 2.80422 0.46092
H -3.31455 2.88197 3.32190
H -3.91061 4.43278 2.83443
H -5.80068 3.06435 3.07135
H -5.59897 3.31761 1.35017
H -5.84591 0.96352 2.73839
H -3.74423 0.07299 1.10668
H -3.09579 1.15856 2.34905
H -6.07195 1.47926 -1.25068
H -4.59793 0.85441 -0.92286
H -6.99713 -0.71355 0.67483
C -12.96060 -0.18630 4.43763
O -12.27834 -1.41904 4.48558
C -12.67682 -2.35358 3.50070
C -11.50912 -3.16368 2.99177
O -10.59390 -2.44401 2.17882
C -9.71814 -1.52080 2.78475
C -8.57000 -2.13389 3.55665
O -8.99912 -2.74550 4.75013
C -8.37821 -3.97827 5.04713
H -13.95201 -0.25482 4.89722
H -12.36844 0.53771 4.99579
H -13.07130 0.17010 3.40806
H -13.15875 -1.84497 2.65796
H -13.40244 -3.05355 3.93461
H -11.92072 -3.92588 2.32703
H -11.00220 -3.67432 3.81233
H -10.24875 -0.79201 3.40230
H -9.27321 -0.97747 1.94478
H -7.86698 -1.32303 3.81258
H -8.04287 -2.85344 2.91766
H -8.31193 -4.61586 4.15982
H -8.99263 -4.48039 5.79177
H -7.37338 -3.83499 5.45884
C 5.73502 -7.05546 -5.02517
O 6.76994 -6.80029 -4.10553
C 7.88579 -7.66484 -4.21677
C 9.19130 -6.94077 -3.98578
O 9.57595 -6.06103 -5.02498
C 8.90546 -4.82374 -5.16195
C 9.28936 -3.77883 -4.14036
O 8.79977 -4.09133 -2.84921
C 9.70227 -3.83134 -1.79863
H 5.11461 -7.90312 -4.71222
H 5.11042 -6.16402 -5.07117
H 6.12895 -7.25611 -6.02682
H 7.90951 -8.13804 -5.20502
H 7.80472 -8.45814 -3.46173
H 9.97124 -7.70597 -3.97507
H 9.19503 -6.44620 -3.01191
H 7.82113 -4.94995 -5.20150
H 9.23202 -4.44224 -6.13270
H 8.86077 -2.82052 -4.46378
H 10.37986 -3.67554 -4.12452
H 10.71644 -4.15951 -2.04807
H 9.36244 -4.39197 -0.92851
H 9.72438 -2.76559 -1.54443
C -1.33719 -2.30216 -5.82346
O -1.08253 -1.48660 -4.69943
C 0.28394 -1.17816 -4.49259
C 0.47186 0.23799 -4.00259
O 0.23807 1.24389 -4.96969
C -1.08386 1.51912 -5.38467
C -1.91746 2.27948 -4.38146
O -2.26252 1.47238 -3.26191
C -2.18352 2.11692 -2.02095
H -1.12544 -3.35577 -5.61343
H -2.39275 -2.19985 -6.07076
H -0.74518 -1.98649 -6.68774
H 0.85797 -1.31752 -5.41494
H 0.69619 -1.85373 -3.73128
H 1.52969 0.34553 -3.75207
H -0.10486 0.40959 -3.08950
H -1.60473 0.61933 -5.71892
H -0.96727 2.17602 -6.24977
H -2.83865 2.60361 -4.88088
H -1.37094 3.17161 -4.05687
H -1.28184 2.73236 -1.92669
H -2.13674 1.33495 -1.25707
H -3.06413 2.74454 -1.83443

Löwdin atomic charge list, values in e, 8 entries: -0.118 -0.278 -0.219 -0.210 -0.219 -0.216 -0.211 -0.215